# 1
Entry from the OMol25 dataset: a structure of composition C79H82Cl8CuN5O19 (ωB97M-V/def2-TZVPD).

Calculated values
Orbital gap   1.07 eV
E_HOMO   -2.63 eV
Charge   -2

Positions of all 194 atoms, in Å:
C  -5.0552  -7.4492  -2.9677
N  -3.8401  -7.9246  -2.2700
C  -2.9149  -7.0730  -1.7971
C  -1.9037  -7.5191  -0.9299
C  -1.8797  -8.8046  -0.4609
C  -2.6398  -9.7044  -1.2260
C  -3.6905  -9.2387  -2.0081
C  -1.0910  -9.3137  0.7373
C  0.1528  -8.8134  1.0093
C  0.8314  -9.1577  2.2124
N  0.3001  -10.1554  2.9645
C  -0.9367  -10.7188  2.6940
C  -1.6885  -10.3123  1.6010
C  1.1541  -10.7689  4.0186
H  -5.1087  -6.3611  -3.0029
H  -5.8640  -7.7081  -2.2844
H  -5.0673  -7.7401  -4.0181
H  -3.0818  -6.0372  -2.0534
H  -1.2535  -6.7606  -0.5196
H  -2.7185  -10.7672  -1.0511
H  -4.4389  -9.9947  -2.1949
H  0.5179  -8.1429  0.2454
H  1.6594  -8.5923  2.6138
H  -1.1908  -11.5706  3.3074
H  -2.6156  -10.7663  1.2835
H  1.7891  -10.0505  4.5372
H  1.8037  -11.4410  3.4579
H  0.4853  -11.2398  4.7390
C  0.9344  1.6433  0.9625
N  -0.0127  0.6663  1.6577
C  -1.0396  0.2076  0.9001
C  -1.8429  -0.8898  1.4210
C  -1.5822  -1.3360  2.7267
C  -0.5908  -0.6403  3.5065
C  0.2959  0.3081  2.8931
C  -2.3958  -2.4696  3.3901
C  -1.7240  -3.3974  4.1689
C  -2.4949  -4.4626  4.7681
N  -3.8555  -4.4015  4.7724
C  -4.5063  -3.4551  4.0759
C  -3.8176  -2.4544  3.2940
C  -4.5999  -5.4965  5.4907
H  1.9416  1.2640  0.7896
H  0.8750  2.5518  1.5619
H  0.6625  1.9540  -0.0463
H  -1.0558  0.6899  -0.0661
H  -2.5013  -1.2834  0.6607
H  -0.5640  -0.8465  4.5663
H  1.1059  0.8024  3.4089
H  -0.6729  -3.3997  4.4172
H  -2.1637  -5.3384  5.3063
H  -5.5762  -3.6000  4.1057
H  -4.3805  -1.7890  2.6562
H  -5.6732  -5.3465  5.6073
H  -4.2830  -5.3443  6.5224
H  -4.3324  -6.4363  5.0075
Cu  0.7274  -7.9493  10.4330
C  -6.5987  0.2314  -3.9615
O  -6.9778  -0.4142  -2.8144
H  -7.1537  -0.2924  -4.7398
H  -6.7952  1.3007  -4.0400
H  -5.5471  0.1433  -4.2345
C  -3.3089  -11.7805  11.3546
O  -2.0390  -11.5514  10.7759
H  -3.9470  -12.2923  10.6341
H  -3.2154  -12.4389  12.2182
H  -3.7212  -10.8016  11.5991
C  4.5843  2.5839  9.5600
O  4.0915  1.3030  9.4751
H  5.4604  2.8923  8.9897
H  3.8647  3.1035  8.9273
H  4.7142  3.1203  10.5000
Cl  -9.3424  -9.9022  1.1340
O  -10.4076  -9.7255  2.0996
O  -8.6890  -8.6731  1.0432
O  -8.4801  -10.8830  1.6603
O  -10.0078  -10.0067  -0.1640
Cl  3.2968  -2.6366  -3.7023
O  3.6201  -3.4147  -4.8459
O  3.5203  -3.3513  -2.4876
O  4.0316  -1.3636  -3.5551
O  1.8536  -2.4087  -3.8826
O  -1.6274  -4.3050  10.3270
H  -2.0545  -3.5767  9.8354
O  2.3101  -6.1189  7.7073
H  1.4248  -5.7510  7.5189
Cl  -14.8757  -3.2408  0.3747
C  -13.2048  -4.0551  0.4064
C  -12.1599  -3.0432  0.3813
Cl  -11.9734  -2.4504  2.0145
H  -13.1976  -4.5801  -0.5488
H  -13.1428  -4.7684  1.2283
H  -12.4387  -2.2372  -0.2975
H  -11.2274  -3.4777  0.0212
Cl  -4.8600  4.8528  3.1242
C  -5.8164  4.4165  1.6152
C  -5.7588  5.3439  0.4958
Cl  -4.0424  5.5988  0.1643
H  -6.8236  4.1133  1.9012
H  -5.4299  3.4941  1.1818
H  -6.1739  6.3320  0.6946
H  -6.3042  4.9524  -0.3628
Cl  -12.1234  -7.3522  9.8477
C  -11.9158  -8.2667  11.3141
C  -12.5969  -9.7226  11.1809
Cl  -11.3978  -10.6957  10.3677
H  -12.1733  -7.6812  12.1968
H  -10.8571  -8.3373  11.5635
H  -13.5349  -9.6250  10.6343
H  -12.6690  -10.0710  12.2112
C  -8.0724  0.7808  8.0901
C  -8.7177  0.3304  9.3510
C  -8.0699  -0.9520  9.8505
C  -8.6335  -1.6249  11.0277
N  -9.1059  -2.1384  11.9456
H  -6.9944  0.9000  8.1994
H  -8.5919  1.7152  7.8779
H  -8.2934  0.1291  7.2448
H  -9.7768  0.2430  9.1084
H  -8.7256  1.0927  10.1301
H  -7.0974  -0.6217  10.2155
H  -8.0146  -1.6936  9.0536
C  5.3150  13.3647  -7.0896
C  4.8053  12.7572  -5.9090
C  5.1068  11.4187  -5.7377
C  5.9698  10.6766  -6.5661
C  6.5778  11.3896  -7.6391
C  6.1761  12.6696  -7.9202
C  7.5391  10.6438  -8.6125
O  7.8386  11.1106  -9.6844
C  8.0143  9.2968  -8.1971
C  9.1582  8.7922  -8.8937
C  9.6121  7.5512  -8.5903
C  8.9942  6.8371  -7.5469
C  7.9005  7.3008  -6.7979
C  7.4063  8.6079  -7.1106
C  6.2788  9.1773  -6.3572
O  5.6126  8.4258  -5.5792
H  5.0712  14.3810  -7.3617
H  4.0847  13.2397  -5.2653
H  4.5020  10.9456  -4.9783
H  6.5057  13.1901  -8.8073
H  9.7312  9.4041  -9.5746
H  10.4228  7.1335  -9.1689
H  9.4881  5.8869  -7.4073
H  7.4479  6.6526  -6.0620
C  4.1249  3.7970  -10.5263
C  3.3912  3.2845  -9.4905
C  2.2901  3.9638  -8.9703
C  1.9219  5.2599  -9.5199
C  2.7138  5.8035  -10.5060
C  3.7508  5.0900  -10.9647
C  2.5111  7.2428  -11.0287
O  3.2894  7.7785  -11.8259
C  1.1999  7.8607  -10.6744
C  0.7720  9.0442  -11.3176
C  -0.5190  9.5557  -11.1370
C  -1.3587  8.9260  -10.2434
C  -0.8977  7.8594  -9.5149
C  0.3887  7.3240  -9.6782
C  0.7168  6.0368  -9.0229
O  0.1133  5.6164  -8.0391
H  4.9887  3.3234  -10.9691
H  3.6681  2.3019  -9.1379
H  1.7036  3.5613  -8.1577
H  4.2590  5.5609  -11.7932
H  1.4871  9.4631  -12.0101
H  -0.9176  10.3132  -11.7956
H  -2.3828  9.2435  -10.1134
H  -1.5947  7.5145  -8.7655
C  9.7452  5.4125  2.1239
C  9.8732  6.6223  1.5041
C  10.8403  6.7277  0.4903
C  11.5365  5.6285  0.0701
C  11.3616  4.4038  0.7107
C  10.5066  4.3319  1.7840
C  12.0061  3.1471  0.3411
O  11.7034  2.0224  0.6931
C  13.1261  3.2584  -0.6706
C  14.0926  2.2067  -0.9350
C  15.1301  2.3075  -1.8399
C  15.2486  3.5377  -2.5089
C  14.4141  4.5751  -2.3390
C  13.4072  4.5250  -1.3581
C  12.5222  5.7288  -1.1007
O  12.6493  6.7687  -1.7764
H  9.0113  5.3278  2.9116
H  9.2705  7.4659  1.8062
H  10.8248  7.6573  -0.0592
H  10.4501  3.4008  2.3283
H  13.9014  1.2989  -0.3821
H  15.8243  1.5051  -2.0409
H  16.0815  3.8074  -3.1413
H  14.6342  5.4802  -2.8854

***

# 2
Entry from the OMol25 dataset: a structure of composition C7H10 (ωB97M-V/def2-TZVPD).

Calculated values
Orbital gap   7.40 eV
ΔE to the lowest compared entry with this formula, charge and spin   126.8 kcal/mol
E_HOMO   -7.77 eV
Charge   0

Positions of all 17 atoms, in Å:
C  -1.9692  0.4794  0.1220
C  -1.1020  -0.7384  -0.1097
C  0.2709  -0.7290  -0.7558
C  0.8916  0.6229  -0.8525
C  1.3586  0.9363  0.4690
C  0.8250  0.0584  1.3799
C  0.1517  -1.0785  0.7202
H  -2.5395  0.7102  -0.7870
H  -2.6845  0.2895  0.9336
H  -1.3778  1.3644  0.3763
H  -1.6828  -1.6274  -0.3742
H  0.4466  -1.4729  -1.5296
H  1.8921  0.7469  -1.8836
H  2.6628  0.4312  -2.0379
H  1.8798  1.8601  0.7184
H  0.7726  0.2258  2.4580
H  0.2041  -2.0790  1.1528

***

# 3
Entry from the OMol25 dataset: the molecule C7H10 (ωB97M-V/def2-TZVPD).

Calculated values
Orbital gap   8.22 eV
ΔE to the lowest compared entry with this formula, charge and spin   119.1 kcal/mol
E_HOMO   -8.11 eV
Charge   0

Positions of all 17 atoms, in Å:
C  2.1090  -0.0603  0.1901
C  0.6150  -0.0208  -0.0249
C  -0.3630  -0.8566  0.8279
C  -1.5639  -0.4210  -0.0425
C  -1.1292  -0.9917  -1.3949
C  -1.4087  1.0993  0.0309
C  -0.0971  1.3337  -0.0153
H  2.6116  0.5122  -0.5984
H  2.3873  0.3630  1.1592
H  2.4666  -1.0935  0.1386
H  -0.4205  -0.5100  1.8678
H  -0.1678  -1.9310  0.7870
H  -2.5460  -0.8394  0.2083
H  -1.1519  -0.1573  -2.1304
H  0.4636  -0.5367  -1.0350
H  -2.2211  1.8196  0.0635
H  0.4161  2.2905  -0.0318

***

# 4
Entry from the OMol25 dataset: the molecule C7H10 (ωB97M-V/def2-TZVPD).

Calculated values
Orbital gap   10.53 eV
ΔE to the lowest compared entry with this formula, charge and spin   55.1 kcal/mol
E_HOMO   -9.34 eV
Charge   0
SMILES   C1[C@@H]2CC3(CC3)[C@H]12

Positions of all 17 atoms, in Å:
C  1.6260  0.8349  0.6166
C  1.5431  -0.6328  0.3126
C  0.5695  -0.9360  -0.8266
C  -0.4932  -0.1192  -0.0766
C  -1.9645  -0.3571  -0.0963
C  -1.3968  0.9327  -0.6370
C  0.4410  0.0573  1.1042
H  1.4811  1.5787  -0.1668
H  2.3755  1.1043  1.3565
H  2.3079  -1.3157  0.6699
H  0.3014  -1.9984  -0.8375
H  0.8460  -0.6187  -1.8396
H  -2.3390  -1.0864  -0.8109
H  -2.5222  -0.3184  0.8363
H  -1.4003  1.0956  -1.7120
H  -1.5431  1.8317  -0.0424
H  0.1674  -0.0526  2.1495

***

# 5
Entry from the OMol25 dataset: the molecule C7H10 (ωB97M-V/def2-TZVPD).

Calculated values
Orbital gap   9.51 eV
ΔE to the lowest compared entry with this formula, charge and spin   92.7 kcal/mol
E_HOMO   -8.52 eV
Charge   0
SMILES   C=C(C)[C@H]1CC1=C

Positions of all 17 atoms, in Å:
C  1.3136  1.7471  -0.5041
C  0.6926  0.5708  -0.4164
C  0.4328  -0.2622  -1.6492
C  -0.1183  0.3870  0.8161
C  -1.6234  0.2385  0.7272
C  -0.8050  -0.8929  1.1503
C  -0.2101  -2.0544  1.3558
H  1.5222  2.3621  0.3696
H  1.4512  2.2051  -1.4742
H  1.1320  -0.0086  -2.4532
H  0.4839  -1.3454  -1.4843
H  -0.5742  -0.0267  -2.0079
H  0.2704  0.9608  1.6626
H  -2.0412  0.1474  -0.2726
H  -2.2242  0.7609  1.4574
H  1.0514  -1.7830  1.0815
H  -0.7537  -3.0064  1.6414

***

# 6
Entry from the OMol25 dataset: the molecule C7H10 (ωB97M-V/def2-TZVPD).

Calculated values
Orbital gap   8.31 eV
ΔE to the lowest compared entry with this formula, charge and spin   117.3 kcal/mol
E_HOMO   -8.30 eV
Charge   0

Positions of all 17 atoms, in Å:
C  -1.9125  -0.1967  -0.0417
C  -1.1745  0.8945  -0.7741
C  -0.4248  -0.2631  -0.1976
C  0.3781  -1.3646  -0.8811
C  1.3211  -1.4918  0.3152
C  1.6316  0.9091  0.8645
C  0.6342  -0.2602  0.9049
H  -2.5160  -0.8914  -0.6261
H  -2.3073  0.0316  0.9472
H  -1.2653  0.9521  -1.8571
H  -1.0625  1.8544  -0.2706
H  -0.1313  -2.3149  -1.0974
H  0.9089  -1.0838  -1.8051
H  2.1842  0.9563  -0.0836
H  1.0927  1.8555  0.9864
H  2.3550  0.8090  1.6781
H  0.2883  -0.3961  1.9383